The following is a DFT calculation (ωB97M-V with the def2-TZVPD basis set) of an isolated ion of composition C12H14BrN2 and charge +1 at a distorted geometry.

Its LUMO energy (alpha / beta) is -3.1 / -7.3 eV. Its multiplicity is 3. Its HOMO-LUMO gap (alpha / beta) is 0.2699 / 0.2112 Eh. Its HOMO energy (alpha / beta) is -10.40 / -13.02 eV. The calculation puts the total energy at -3148.80436 Eh. The expectation value of S² is 2.04. As for the charge: +1.

Last column: Mulliken spin population.
Element x y z (Å)
C (-0.37, 3.35, -0.10)  0.13
C (-1.98, 1.61, 0.39)  0.14
C (-1.34, 4.33, 0.14)  -0.03
C (-2.95, 2.56, 0.58)  -0.05
C (-0.66, 1.97, 0.01)  0.16
C (-2.61, 3.90, 0.42)  0.22
C (-1.41, -1.82, -0.97)  0.41
C (0.19, -0.33, -0.32)  0.42
C (-0.81, -2.97, -0.31)  0.05
C (1.25, -1.50, -0.06)  -0.04
C (0.71, -2.87, -0.60)  0.06
C (1.70, 1.52, 0.32)  0.00
N (-1.00, -0.63, -0.76)  -0.01
N (0.43, 1.06, 0.04)  0.36
Br (-3.96, 5.28, 0.68)  0.06
H (0.52, 3.75, -0.48)  0.00
H (-2.28, 0.57, 0.58)  0.01
H (-1.04, 5.37, 0.17)  0.00
H (-3.99, 2.27, 0.87)  0.00
H (-2.31, -1.86, -1.71)  0.00
H (-0.89, -2.75, 0.73)  0.02
H (-1.20, -4.00, -0.48)  0.00
H (2.12, -1.16, -0.54)  0.01
H (1.47, -1.72, 0.98)  0.03
H (1.20, -3.59, -0.02)  0.01
H (0.84, -2.93, -1.66)  -0.01
H (2.11, 2.19, -0.39)  0.03
H (2.38, 0.74, 0.45)  0.00
H (1.82, 2.27, 1.19)  0.01